Formula: C5H17NO2
Source: the Open Molecules 2025 dataset
Level of theory: wB97M-V/def2-TZVPD

Each line ends with the Mulliken spin population.
Element x y z (Å)
C: 1.45 -0.25 0.05  0.034
C: 0.14 -0.58 -0.63  -0.030
C: -0.09 0.47 -1.80  0.178
C: -1.09 -0.33 0.29  0.013
C: -1.16 -1.50 1.27  0.404
N: 2.65 -0.57 -0.77  0.014
H: 1.60 0.81 0.24  0.018
H: 1.43 -0.71 1.04  -0.008
H: 0.19 -1.60 -1.00  0.020
H: -0.73 0.01 -2.55  -0.104
H: -0.70 1.28 -1.41  -0.001
H: 0.85 0.88 -2.16  -0.017
H: -2.00 -0.33 -0.30  0.166
H: -1.03 0.59 0.86  0.031
H: -0.31 -1.57 1.97  0.055
H: -2.02 -1.39 1.94  -0.430
H: -1.20 -2.47 0.79  -0.022
H: 2.39 -0.63 -1.75  -0.006
H: 3.24 -1.30 -0.44  -0.009
H: 4.59 3.96 1.54  -0.034
H: 4.88 3.12 2.70  -0.034
O: 4.82 3.06 1.75  0.107
H: -6.50 0.10 -0.16  -0.530
H: -5.63 -1.02 -0.73  -0.401
O: -5.75 -0.04 -0.75  1.585

For the HOMO energy (spin up / spin down), the calculation gives 0.0455 / -0.2382 hartree. Its relative energy (zero: lowest compared OMol25 entry of this formula, charge and spin) is 28.86 kcal per mole. Its spin multiplicity is 2. The value obtained for the total energy is -405.8592 a.u. Its net charge is -1. The value obtained for the frontier orbital gap (spin up / spin down) is 0.051 / 0.331 Ha.

Formula: C5H17NO2
Source: the Open Molecules 2025 dataset
Level of theory: wB97M-V/def2-TZVPD

Each line ends with the Löwdin charge.
Element x y z (Å)
C: -1.60 -0.66 2.14  -0.076
C: -0.53 -1.04 1.11  -0.259
N: 0.33 0.08 0.72  -0.272
C: 0.98 0.67 1.90  -0.080
C: 1.34 -0.40 -0.23  -0.271
C: 2.05 0.68 -1.04  -0.072
H: -1.63 0.41 2.30  0.065
H: -1.48 -1.16 3.09  0.070
H: -2.57 -0.96 1.77  0.066
H: 0.09 -1.86 1.51  0.113
H: -0.98 -1.42 0.19  0.110
H: 1.95 1.09 1.64  0.078
H: 0.37 1.47 2.33  0.083
H: 1.15 -0.07 2.68  0.089
H: 2.09 -1.05 0.25  0.118
H: 0.80 -1.04 -0.94  0.096
H: 3.07 0.33 -1.23  0.072
H: 1.56 0.84 -2.00  0.064
H: 2.14 1.63 -0.53  0.062
O: -1.58 1.09 -1.06  -0.068
H: -1.81 2.03 -1.10  0.050
H: -0.83 1.04 -0.42  0.018
O: -0.59 -0.75 -3.04  -0.074
H: -1.28 -1.40 -3.18  0.035
H: -0.94 -0.11 -2.40  -0.018

The SMILES is CCN(C)CC.O.O. For the HOMO energy, the calculation gives -0.3343 hartree. Its relative energy (zero: lowest compared OMol25 entry of this formula, charge and spin) is 11.40 kcal per mole. The value obtained for the total energy is -405.9243 a.u. The value obtained for the frontier orbital gap is 0.366 Ha.

Formula: C5H17NO2
Source: the Open Molecules 2025 dataset
Level of theory: wB97M-V/def2-TZVPD

Each line ends with the Löwdin charge.
Element x y z (Å)
C: -1.82 -0.30 1.78  -0.078
C: -0.96 -0.77 0.62  -0.438
C: -0.92 -2.28 0.52  -0.086
C: 0.46 -0.15 0.74  -0.180
C: 1.44 -0.58 -0.33  -0.276
N: 1.01 -0.32 -1.71  -0.001
H: -2.74 -0.89 1.84  0.076
H: -1.34 -0.40 2.75  0.077
H: -2.09 0.75 1.64  0.076
H: -1.34 -0.34 -0.31  0.119
H: -1.92 -2.69 0.51  0.071
H: -0.43 -2.67 -0.39  0.070
H: -0.44 -2.76 1.38  0.088
H: 0.28 0.92 0.62  0.093
H: 0.83 -0.33 1.74  0.115
H: 2.37 -0.02 -0.16  0.093
H: 1.67 -1.64 -0.27  0.103
H: 0.85 -1.21 -2.18  0.072
H: 0.14 0.19 -1.77  0.062
O: 2.03 2.48 -1.52  -0.069
H: 2.93 2.35 -1.17  0.052
H: 1.69 1.63 -1.84  0.002
O: -0.73 2.76 -1.06  -0.070
H: 0.19 2.75 -0.76  -0.006
H: -1.14 3.54 -0.68  0.037

The SMILES is CC(C)CCN.O.O. For the HOMO energy, the calculation gives -0.3536 hartree. Its relative energy (zero: lowest compared OMol25 entry of this formula, charge and spin) is 3.22 kcal per mole. The value obtained for the total energy is -405.9373 a.u. The value obtained for the frontier orbital gap is 0.386 Ha.

Formula: C5H17NO2
Source: the Open Molecules 2025 dataset
Level of theory: wB97M-V/def2-TZVPD

Each line ends with the Mulliken spin population.
Element x y z (Å)
C: -1.48 -0.64 -0.34  0.013
N: -0.71 0.59 -0.37  0.721
C: -0.18 0.88 -1.74  -0.013
C: 1.32 0.73 -1.76  0.043
C: -1.30 1.77 0.33  0.012
C: -2.29 -0.87 0.97  0.008
H: -0.66 -1.38 -0.01  0.079
H: -1.92 -1.19 -1.17  0.027
H: -0.45 1.92 -1.96  0.009
H: -0.72 0.25 -2.46  0.009
H: 1.65 0.83 -2.80  -0.005
H: 1.86 1.62 -1.35  0.001
H: 1.71 -0.16 -1.30  0.000
H: -1.31 2.70 -0.24  0.018
H: -0.75 2.10 1.23  0.035
H: -2.25 1.39 0.65  0.015
H: -1.77 -0.70 1.91  0.001
H: -3.18 -0.22 0.92  0.013
H: -2.82 -1.81 0.86  -0.001
H: 0.57 -0.27 1.26  0.007
H: 2.02 -0.30 0.75  -0.004
O: 1.47 -0.44 1.53  0.012
H: 4.10 -1.60 1.59  0.000
H: 3.10 -2.61 1.97  0.000
O: 3.97 -2.57 1.54  0.000

For the HOMO energy (spin up / spin down), the calculation gives -0.5050 / -0.5049 hartree. Its relative energy (zero: lowest compared OMol25 entry of this formula, charge and spin) is 39.58 kcal per mole. Its spin multiplicity is 2. The value obtained for the total energy is -405.5618 a.u. Its net charge is +1. The value obtained for the frontier orbital gap (spin up / spin down) is 0.397 / 0.221 Ha.

Formula: C5H17NO2
Source: the Open Molecules 2025 dataset
Level of theory: wB97M-V/def2-TZVPD

Each line ends with the Mulliken spin population.
Element x y z (Å)
C: 0.40 0.12 -2.32  0.012
C: -1.01 -0.24 -2.78  0.001
C: 0.36 1.22 -1.26  0.009
N: 0.18 0.74 0.06  0.826
C: -0.39 1.58 1.13  -0.009
C: -1.19 0.66 2.04  0.016
H: 1.00 0.51 -3.13  -0.002
H: 0.94 -0.73 -1.92  -0.003
H: -1.44 0.59 -3.32  0.001
H: -1.06 -1.17 -3.37  0.000
H: -1.68 -0.38 -1.91  0.002
H: 1.34 1.74 -1.27  0.078
H: -0.34 2.04 -1.48  0.050
H: -0.12 -0.25 0.12  -0.042
H: -1.02 2.33 0.66  0.025
H: 0.48 2.04 1.62  0.037
H: -1.33 1.07 3.05  -0.002
H: -0.65 -0.28 2.15  -0.002
H: -2.14 0.43 1.57  0.001
H: 1.99 -0.56 1.23  -0.007
H: 1.95 -0.97 2.72  0.000
O: 2.51 -1.00 1.93  0.007
H: -0.53 -2.94 0.95  0.000
H: -1.26 -2.36 -0.29  0.001
O: -0.88 -2.13 0.56  0.000

For the HOMO energy (spin up / spin down), the calculation gives -0.5482 / -0.5479 hartree. Its relative energy (zero: lowest compared OMol25 entry of this formula, charge and spin) is 0.00 kcal per mole. Its spin multiplicity is 2. The value obtained for the total energy is -405.6249 a.u. Its net charge is +1. The value obtained for the frontier orbital gap (spin up / spin down) is 0.446 / 0.272 Ha.

Formula: C5H17NOSi2
Source: the Open Molecules 2025 dataset
Level of theory: wB97M-V/def2-TZVPD

Each line ends with the Löwdin charge.
Element x y z (Å)
C: -2.87 -1.58 -0.52  -0.189
N: -1.63 -0.91 -0.61  -0.223
Si: -0.73 -0.22 0.64  0.348
O: -1.21 1.33 0.87  -0.346
C: -2.26 2.08 0.48  -0.200
Si: 1.41 -0.14 0.13  0.467
C: 1.86 -0.72 -1.67  -0.230
C: 2.06 1.65 -0.09  -0.220
C: 2.51 -1.01 1.46  -0.247
H: -3.51 -0.91 0.21  0.110
H: -3.42 -1.38 -1.47  0.090
H: -2.84 -2.56 -0.27  0.034
H: -1.13 -1.40 -1.34  0.072
H: -1.08 -0.99 2.01  0.010
H: -2.72 1.43 -0.32  0.081
H: -1.95 3.18 0.31  0.109
H: -3.06 2.23 1.29  0.090
H: 1.68 -1.78 -1.82  -0.001
H: 1.32 -0.14 -2.45  0.038
H: 2.96 -0.62 -1.78  0.034
H: 1.88 2.05 0.93  0.025
H: 3.01 2.01 -0.46  0.026
H: 1.18 1.97 -0.71  0.029
H: 2.56 -0.51 2.48  0.042
H: 2.40 -2.12 1.59  0.022
H: 3.59 -0.95 1.11  0.032

The SMILES is CN[Si@H](OC)[Si](C)(C)C. For the HOMO energy, the calculation gives -0.3425 hartree. Its relative energy (zero: lowest compared OMol25 entry of this formula, charge and spin) is 34.76 kcal per mole. The value obtained for the total energy is -909.6809 a.u. The value obtained for the frontier orbital gap is 0.371 Ha.

Formula: C5H17NbO4S2
Source: the Open Molecules 2025 dataset
Level of theory: wB97M-V/def2-TZVPD

Each line ends with the Löwdin charge.
Element x y z (Å)
O: 2.34 -0.38 4.98  -0.216
C: 1.87 0.78 5.12  -0.973
O: 2.56 1.81 5.20  -0.225
Nb: -0.41 0.73 5.22  0.637
H: -0.69 0.05 3.57  -0.166
H: -0.64 2.38 4.41  -0.221
H: -0.37 1.67 6.83  -0.215
H: -0.34 -0.92 6.04  -0.196
H: -2.25 0.62 5.47  -0.259
C: -0.17 -1.79 -0.54  -0.294
S: -0.35 -0.68 0.86  0.746
O: -0.82 -1.50 1.99  -0.593
C: -1.79 0.18 0.21  -0.276
H: 0.66 -2.46 -0.33  0.041
H: -1.08 -2.37 -0.68  0.050
H: 0.05 -1.21 -1.44  0.000
H: -2.60 -0.53 0.03  0.049
H: -1.52 0.69 -0.72  0.033
H: -2.10 0.91 0.96  0.048
C: 0.82 1.45 -4.20  -0.267
S: -0.27 0.12 -4.70  0.803
O: -0.67 -0.60 -3.47  -0.546
C: 0.99 -0.87 -5.51  -0.277
H: 0.24 2.17 -3.63  0.053
H: 1.62 1.06 -3.58  0.063
H: 1.24 1.93 -5.09  0.048
H: 1.78 -1.11 -4.79  0.059
H: 1.40 -0.32 -6.36  0.047
H: 0.52 -1.79 -5.86  0.045

For the HOMO energy, the calculation gives 0.0433 hartree. Its relative energy (zero: lowest compared OMol25 entry of this formula, charge and spin) is 0.00 kcal per mole. The value obtained for the total energy is -1354.6176 a.u. Its net charge is -2. The value obtained for the frontier orbital gap is 0.065 Ha.

Formula: C5H18N2O2S
Source: the Open Molecules 2025 dataset
Level of theory: wB97M-V/def2-TZVPD

Each line ends with the Löwdin charge.
Element x y z (Å)
C: -1.41 -1.67 2.58  -0.093
C: -0.47 -0.96 1.63  -0.275
N: -1.07 -0.67 0.31  -0.056
C: -0.35 0.35 -0.46  -0.411
C: -0.25 -0.23 -1.88  -0.262
N: 0.52 0.61 -2.77  0.000
C: -1.16 1.67 -0.50  -0.510
S: -0.45 2.99 0.51  0.698
H: -2.48 -1.53 2.41  0.067
H: -1.33 -1.44 3.65  0.069
H: -1.30 -2.76 2.55  0.068
H: 0.41 -1.55 1.40  0.077
H: -0.18 -0.02 2.10  0.101
H: -2.07 -0.49 0.42  0.097
H: 0.64 0.41 -0.03  0.111
H: 0.14 -1.25 -1.85  0.085
H: -1.26 -0.38 -2.28  0.115
H: 0.88 0.14 -3.59  0.063
H: 1.19 1.28 -2.41  0.066
H: -1.17 2.11 -1.50  0.062
H: -2.18 1.46 -0.20  0.069
H: -0.53 2.54 1.77  -0.167
O: 2.71 -0.84 1.03  -0.055
H: 3.35 -0.18 0.70  0.061
H: 3.03 -1.71 0.84  0.025
O: 1.45 -3.22 -1.18  -0.059
H: 0.89 -2.87 -0.50  -0.004
H: 1.58 -4.19 -1.17  0.060

The SMILES is CCN[C@@H](CN)CS.O.O. For the HOMO energy, the calculation gives -0.3070 hartree. Its relative energy (zero: lowest compared OMol25 entry of this formula, charge and spin) is 20.09 kcal per mole. The value obtained for the total energy is -859.4389 a.u. The value obtained for the frontier orbital gap is 0.328 Ha.